Formula: C26H34N7O4
Source: OMol25
Level of theory: the ωB97M-V functional and the def2-TZVPD basis

The geometry in XYZ format:
```
71
Properties=species:S:1:pos:R:3
H -5.5007 -4.6107 -0.5425
H 4.9751 3.1405 4.0068
H 1.1438 3.7600 -2.9854
H 4.1660 -2.0340 -3.1084
N -5.1755 -2.5591 -0.0544
C 3.9829 2.9251 5.9921
N 1.0839 0.1903 -4.0011
N -1.0525 -0.7655 -3.7718
C -4.9858 -3.6984 -0.7910
C 1.4539 5.5382 -4.0928
C 3.2188 -1.0688 -4.6921
C 3.0892 0.9318 5.4629
C 4.0581 -1.1380 -3.6860
H 4.6436 -0.2595 -3.4653
O 1.3641 1.7268 -2.2455
C -0.2256 -1.1319 2.6559
H -3.7310 -4.1012 -2.5309
C -0.3117 0.3326 -4.3739
H -2.9051 -4.3490 7.5815
N 0.2723 0.1613 0.9286
H 0.7478 0.8231 0.3312
H 4.2544 3.8202 6.5264
C 1.3483 0.5278 -2.5749
H -0.4441 0.3766 -5.4613
H -2.0827 -1.9505 1.6995
H -3.0307 -1.4855 -2.2497
H 3.9231 0.9242 3.5218
H 1.5701 5.0845 -5.0624
H 0.4486 -2.2473 -3.8174
H -2.4896 -1.7835 4.2947
C -2.6816 -2.6703 6.2047
H -2.0123 -0.7052 -4.0849
H 0.9168 5.1485 -0.9228
H 2.5783 -0.0145 5.4119
C -2.7880 -4.7584 5.3814
C -0.5516 -2.0662 -4.1874
O 1.5683 -0.4323 -1.8251
C -4.0881 -3.4102 -1.7856
C -2.6485 -3.8880 4.3323
C 0.6802 -0.2226 2.1724
H 1.2458 7.7416 -1.6554
C -0.8755 -0.4925 0.6029
O 3.0079 0.1392 -5.3445
N 1.2202 4.7725 -2.9910
H -2.6491 -1.7696 6.7933
N -2.5894 -2.6218 4.8418
C -2.8092 -3.9839 6.5724
H 2.7382 -1.9727 -5.0308
H 1.5762 0.1839 2.6088
H -1.3517 -0.3267 -0.3483
H -0.7149 1.2678 -3.9760
H -2.5861 -4.0602 3.2711
H 2.7065 1.7809 7.4348
C 1.1070 5.5718 -1.8941
C 4.3636 2.6093 4.7157
H -5.7812 -2.4774 0.7396
C 1.2771 6.8746 -2.2952
H 1.6693 7.7007 -4.3414
H -2.8643 -5.8301 5.3039
H -1.1786 -2.8528 -3.7732
H -0.1781 -1.6185 3.6178
C -1.2184 -1.3055 1.6566
N 3.8135 1.3979 4.3995
C 1.9272 0.8587 -4.9080
C 3.1733 1.8584 6.4672
C -3.7214 -2.0443 -1.6415
C 1.4982 6.8531 -3.6976
H -0.5477 -2.1690 -5.2841
H -4.4110 -0.5688 -0.1252
O 1.7770 1.9713 -5.3407
C -4.4068 -1.5494 -0.5699
```

Computed properties:
HOMO energy = -5.50 eV
Multiplicity = 1
Lowest unoccupied orbital energy = 0.088 hartree
Total charge = -1
Relative energy (zero: lowest compared OMol25 entry of this formula, charge and spin) = 3.1 kcal per mole
HOMO-LUMO gap = 7.90 eV
DFT total energy = -1695.412448 Eh

Mulliken atomic charge list, values in e, 2 entries: atom 1 (H): 0.39, atom 2 (H): 0.37